Entry 1:
20
Properties=species:S:1:pos:R:3:forces:R:3:lowdin_charge:R:1 method="wB97M-V/def2-TZVPD" e_above_lowest_ev=6.620 lumo_energy_ev="0.8 / 0.1"
C -1.1874 0.4015 -1.0159 -0.9757 0.4283 -0.9986 -0.427
N -1.4267 1.8257 -0.9780 0.0955 0.0354 0.5172 0.003
N -0.5266 0.0434 -2.2374 0.3281 -0.2361 0.1258 0.005
H -1.8052 2.1251 -0.0876 0.0156 -0.0131 -0.0252 0.048
H -2.0431 2.1474 -1.7213 0.1269 -0.1227 0.0375 0.066
H 0.1707 0.7246 -2.5097 -0.0807 0.0084 0.0097 0.069
H -1.1449 -0.1657 -3.0103 0.0024 -0.0505 0.0643 0.064
H -2.0844 -0.2260 -0.9413 0.1362 -0.0817 0.2031 0.096
H 0.0208 -0.0267 -0.2228 1.3231 -0.8134 1.3377 0.099
C 1.6899 0.5157 1.2971 -0.0370 -0.0134 -0.1097 -0.130
C 1.0683 -1.8219 0.8644 -0.2039 0.1162 -0.2137 -0.122
N 0.8215 -0.4254 0.6400 -1.1326 0.7880 -0.6825 -0.253
N -1.0464 0.0660 1.2203 -0.1787 -1.2755 0.4170 0.027
O -1.6375 -0.8902 1.5376 0.6368 1.1739 -0.6162 -0.018
H 2.7187 0.4231 0.9296 0.0045 0.0624 0.0486 0.079
H 1.7836 -2.2167 0.1350 -0.0386 -0.0775 0.0374 0.083
H 1.6996 0.3668 2.3873 -0.0247 -0.0292 -0.0894 0.080
H 1.3461 1.5308 1.0927 0.0202 -0.0365 -0.0025 0.076
H 1.4532 -2.0225 1.8731 -0.0478 0.1543 -0.0709 0.082
H 0.1296 -2.3748 0.7471 0.0305 -0.0171 0.0103 0.072


Entry 2:
52
Properties=species:S:1:pos:R:3:forces:R:3:lowdin_charge:R:1 method="wB97M-V/def2-TZVPD" e_above_lowest_ev=0.104 smiles="CCOc1cc(C(=O)OCC(=O)Nc2cc(C)on2)cc(OCC)c1OCC" lumo_energy_ev=0.7
C -1.0003 2.8196 2.6775 -0.1478 -0.0831 -0.3731 -0.057
C -1.2047 2.9975 1.1766 0.2903 0.2367 0.2854 -0.232
O -2.2463 2.1869 0.6660 -0.2856 -0.3422 -0.0988 -0.058
C -2.0435 0.8504 0.4890 -0.0560 -0.1650 -0.0058 -0.172
C -0.8264 0.2180 0.6787 0.0226 0.1076 -0.0139 0.048
C -0.7159 -1.1529 0.4626 -0.5339 0.1727 -0.0940 -0.117
C 0.5800 -1.8352 0.6379 0.1457 -0.4565 -0.1052 -0.420
O 0.8774 -2.9038 0.1654 -0.0814 0.1600 0.0288 0.124
O 1.4121 -1.1285 1.4357 0.1365 0.2206 0.1831 0.008
C 2.7251 -1.6228 1.5821 -0.0783 -0.1700 -0.2016 -0.077
C 3.6867 -0.8233 0.6969 -0.1941 -0.3202 0.3516 -0.418
O 3.3385 0.0874 -0.0089 -0.0808 0.1710 -0.1600 0.113
N 4.9741 -1.2625 0.8184 0.2530 -0.3109 0.2042 0.154
C 6.0709 -0.7308 0.1708 0.9028 0.3607 -0.4286 -0.305
C 6.1369 0.3453 -0.7513 0.5074 -0.0204 -0.0751 0.058
C 7.4672 0.4255 -1.0475 -0.7857 -0.0471 0.1825 -0.313
C 8.2352 1.3261 -1.9396 0.1320 -0.2061 0.1462 -0.001
O 8.1341 -0.5186 -0.3622 0.3303 0.5948 -0.5713 0.001
N 7.2640 -1.2331 0.3924 -0.9248 -0.6697 0.7277 0.096
C -1.8221 -1.8915 0.0834 0.1579 0.1103 0.0394 0.073
C -3.0614 -1.2777 -0.0999 0.2792 0.2391 0.1291 -0.175
O -4.0526 -2.1292 -0.4548 0.1461 -0.0101 -0.1489 -0.024
C -5.4231 -1.7649 -0.3883 -0.6368 -0.0827 0.0704 -0.240
C -6.2288 -3.0556 -0.4259 0.3845 0.2986 0.0103 -0.062
C -3.1729 0.1110 0.0693 -0.1703 0.0634 -0.0782 -0.126
O -4.3891 0.7259 -0.1352 0.4711 -0.2977 0.4073 -0.070
C -4.4408 1.7662 -1.1037 -0.0391 0.3663 -0.5092 -0.224
C -3.9741 1.3134 -2.4825 -0.1044 -0.0353 0.4164 -0.052
H -0.2404 3.5139 3.0256 0.0934 0.0636 0.0641 0.078
H -1.9312 3.0209 3.2018 -0.0588 0.0321 0.0671 0.081
H -0.6862 1.8055 2.9104 0.0520 -0.0520 0.0777 0.069
H -1.5384 4.0184 0.9677 0.1232 -0.1380 -0.0179 0.126
H -0.2718 2.8209 0.6287 -0.1057 0.0360 -0.0108 0.121
H 0.0541 0.7613 0.9729 0.0381 0.1154 0.0495 0.114
H 2.7493 -2.6820 1.2919 0.1089 0.2089 0.1296 0.135
H 3.0043 -1.5114 2.6340 -0.0147 -0.0124 -0.1312 0.144
H 5.1886 -2.0448 1.4207 -0.1460 0.0328 -0.0091 0.158
H 5.3232 0.9341 -1.1126 -0.1080 0.1582 -0.1177 0.105
H 7.5624 2.0313 -2.4169 -0.0133 0.0327 -0.0259 0.087
H 8.7527 0.7454 -2.7014 0.0222 0.0195 -0.0826 0.089
H 8.9849 1.8695 -1.3668 0.0329 0.0785 -0.0116 0.089
H -1.7400 -2.9538 -0.0774 -0.0024 -0.1262 -0.0211 0.135
H -5.6909 -1.1305 -1.2409 0.0671 -0.0254 0.1696 0.115
H -5.6239 -1.2116 0.5341 0.0366 -0.0461 -0.1519 0.129
H -5.9740 -3.6802 0.4258 -0.0186 -0.0844 0.0866 0.077
H -6.0055 -3.6057 -1.3359 -0.0312 -0.0842 -0.0986 0.076
H -7.2906 -2.8278 -0.3970 -0.1248 0.0095 -0.0067 0.075
H -3.8537 2.6280 -0.7726 -0.1824 -0.1334 -0.0231 0.109
H -5.4980 2.0435 -1.1270 0.1266 0.0230 -0.0162 0.125
H -2.9228 1.0331 -2.4532 0.0904 -0.0022 -0.0729 0.080
H -4.5504 0.4547 -2.8203 -0.0408 -0.0739 -0.0721 0.074
H -4.1020 2.1241 -3.1945 0.0150 0.0831 -0.0938 0.077